[1]
Density functional theory data (ωB97M-V with the def2-TZVPD basis set) for C20H24BCuO5 as an isolated structure in a non-equilibrium geometry.

Computed properties:
frontier orbital gap (alpha / beta) = 5.19 / 7.08 eV
HOMO energy (alpha / beta) = -2.62 / -4.51 eV
<S²> = 0.756
LUMO energy (alpha / beta) = 2.577 / 2.576 eV
charge = -1
2S+1 = 2

Positions of all 51 atoms, in Å:
Cu  -0.171090  0.380051  0.444285
C  0.197498  -0.037554  6.952648
O  1.527890  0.041067  6.494581
C  1.708002  -0.055421  5.145200
C  3.030907  0.148806  4.706926
C  3.301876  0.095316  3.369311
C  2.311634  -0.165910  2.395423
C  2.595198  -0.140856  0.991057
C  4.008189  -0.028201  0.456997
O  1.719581  -0.195565  0.112107
C  0.959618  -0.419484  2.850220
O  -0.006269  -0.741268  2.085378
C  0.709424  -0.331823  4.253170
H  0.228709  0.157155  8.022937
H  -0.232911  -1.028758  6.780434
H  -0.438341  0.709082  6.468289
H  3.797269  0.361936  5.440375
H  4.321762  0.280159  3.061266
H  4.779244  -0.050483  1.221190
H  4.089652  0.894161  -0.118297
H  4.176080  -0.855380  -0.233592
H  -0.313046  -0.501567  4.561998
C  0.143862  2.068237  -0.543646
H  -0.755560  2.663365  -0.710936
H  0.644393  1.888138  -1.499835
H  0.823833  2.634176  0.109540
C  -7.705847  -2.867348  -0.837952
C  -7.982429  -1.413887  -0.445205
C  -8.789795  -0.762656  -1.577470
C  -8.825455  -1.434059  0.840978
C  -6.695247  -0.623921  -0.192672
C  -6.781397  0.721149  0.173297
C  -5.658513  1.492221  0.464304
C  -4.425904  0.881716  0.377017
O  -3.183736  1.378975  0.607453
B  -2.249281  0.334461  0.366781
O  -3.008954  -0.803452  -0.022736
C  -4.320725  -0.452611  -0.007045
C  -5.434015  -1.219327  -0.286580
H  -8.653797  -3.389071  -0.985959
H  -7.151146  -3.384956  -0.053878
H  -7.135798  -2.926146  -1.767081
H  -9.717347  -1.316726  -1.747402
H  -8.208195  -0.762967  -2.501256
H  -9.046373  0.270240  -1.341765
H  -9.758188  -1.982205  0.678691
H  -9.073164  -0.426012  1.173071
H  -8.268682  -1.922823  1.642773
H  -7.756233  1.190325  0.233766
H  -5.748352  2.533354  0.747037
H  -5.305732  -2.253051  -0.576696

Atomic forces in eV per Å
Cu -1.3 0.4 -0.4
C -0.1 0.0 0.1
O 0.0 0.0 0.0
C -0.1 -0.1 -0.1
C 0.3 0.1 0.1
C 0.0 0.0 0.0
C -0.2 0.1 0.3
C 0.1 -0.1 -0.5
C 0.1 -0.1 0.1
O 0.7 -0.2 0.1
C 0.0 -0.2 -0.3
O 0.3 -0.1 0.6
C -0.1 0.0 0.3
H 0.0 0.0 0.0
H 0.0 0.0 0.0
H 0.0 0.0 0.0
H 0.0 0.0 0.0
H 0.0 0.0 0.0
H 0.1 0.0 -0.1
H 0.0 0.0 0.0
H -0.1 0.0 0.0
H 0.0 0.0 -0.1
C -0.1 0.3 0.0
H 0.0 0.0 0.0
H 0.0 0.0 0.0
H 0.0 0.0 -0.1
C 0.0 0.1 0.0
C -0.1 0.0 0.0
C 0.1 0.0 0.1
C 0.0 0.0 -0.1
C -0.1 0.0 0.0
C -0.1 -0.1 0.0
C 0.1 0.1 0.0
C -0.1 -0.3 -0.1
O -0.1 0.2 0.0
B 0.6 0.0 -0.1
O -0.2 -0.3 -0.1
C -0.1 0.3 0.2
C 0.2 -0.1 -0.1
H 0.0 0.0 0.0
H 0.0 0.0 0.0
H 0.0 0.0 0.0
H 0.0 0.0 0.0
H 0.0 0.0 0.0
H 0.0 0.0 0.0
H 0.0 0.0 0.0
H 0.0 0.0 0.0
H 0.0 0.0 0.0
H 0.0 0.0 0.0
H 0.0 0.0 0.0
H 0.0 0.0 0.0

***

[2]
Density functional theory data (ωB97M-V with the def2-TZVPD basis set) for C6H6BaO18 as an isolated structure in a non-equilibrium geometry.

Computed properties:
ΔE to the lowest compared entry with this formula, charge and spin = 8.30 kcal per mole
frontier orbital gap = 6.16 eV
HOMO energy = 2.32 eV
LUMO energy = 8.477 eV
charge = -4
2S+1 = 1

Positions of all 31 atoms, in Å:
Ba  -5.879488  14.906782  16.625998
O  -8.548150  12.362951  18.732919
C  -7.676657  11.628145  17.982108
O  -6.932762  12.264370  17.182641
O  -7.618714  10.386085  18.183342
H  -8.299197  13.287490  18.542318
O  -7.492118  16.006780  12.902599
C  -8.510347  15.824538  13.824425
O  -8.175482  15.581385  15.031429
O  -9.713513  15.790357  13.485707
H  -6.822462  15.665435  13.534545
O  -9.244981  16.692982  19.512453
C  -8.051416  16.326303  18.883096
O  -7.209899  17.119640  18.439241
O  -7.983736  15.115262  18.529444
H  -9.397550  15.720755  19.604743
O  -3.945474  12.475429  13.279497
C  -4.214418  13.521496  14.105937
O  -3.448095  13.879316  15.029058
O  -5.358567  14.016664  13.971999
H  -3.088024  12.197028  13.639517
O  -2.373827  14.258709  17.729129
C  -3.224703  13.843886  18.731519
O  -4.328268  14.433725  18.815320
O  -2.859004  12.939220  19.526797
H  -1.876690  13.418245  17.790037
O  -5.324154  19.047846  17.434552
C  -4.774069  18.568679  16.274702
O  -5.010262  17.379057  15.940521
O  -4.015452  19.327287  15.606487
H  -5.885089  18.274554  17.655033

Atomic forces in eV per Å
Ba -0.3 0.0 -0.2
O -0.2 0.1 0.1
C 1.8 -1.2 -0.6
O -0.5 0.4 0.2
O -0.8 0.5 0.2
H -0.3 0.1 0.1
O -0.3 -0.4 1.3
C -2.2 -1.2 2.0
O 1.3 0.4 -1.0
O 0.4 0.8 -1.5
H 0.9 0.3 -1.0
O 1.2 -1.4 0.4
C 1.7 0.0 -3.8
O -0.5 1.5 1.5
O -0.9 -0.7 1.5
H -1.4 0.6 0.4
O 1.6 -0.7 -0.2
C -2.7 2.2 2.2
O 1.2 -1.2 -0.9
O -0.1 -0.2 -0.9
H -0.1 -0.2 -0.3
O 0.5 -1.6 0.6
C -2.4 0.6 2.1
O 0.5 0.3 -0.6
O 1.1 0.0 -0.9
H 0.7 0.7 -0.8
O -0.4 -0.7 -0.3
C 2.1 0.2 -2.2
O -0.7 -0.1 0.8
O -0.7 0.4 1.0
H -0.3 0.4 0.7

***

[3]
Density functional theory data (ωB97M-V with the def2-TZVPD basis set) for C20H43BrCaCl3F3GaLiNO6 as an isolated structure in a non-equilibrium geometry.

Computed properties:
frontier orbital gap = 1.18 eV
HOMO energy = -3.28 eV
LUMO energy = -2.098 eV
charge = -1
2S+1 = 1

Positions of all 80 atoms, in Å:
C  -0.245403  -0.359154  -1.557805
C  -0.589762  0.801992  -0.464503
C  0.575891  0.753613  0.679931
O  1.585593  0.023432  0.420211
O  0.389044  1.561980  1.830084
C  0.733444  0.878158  3.074391
C  1.249012  1.918702  4.189288
Ga  3.110355  2.720480  3.808033
C  3.714787  2.554646  1.839716
C  3.537714  3.889536  0.938440
C  2.941038  5.163386  1.694310
F  3.835983  6.009277  2.436682
C  1.542837  5.487847  1.594366
F  1.196265  6.806284  1.173543
F  0.595993  4.479086  1.946254
H  -0.022398  -1.379059  -1.046559
H  -1.105591  -0.546947  -2.297360
H  0.729956  -0.097581  -2.134349
H  -0.501308  1.805320  -1.042886
H  -1.643641  0.712470  -0.027599
H  1.512723  0.043621  2.975927
H  -0.238282  0.366438  3.462024
H  1.336646  1.314818  5.181492
H  0.494003  2.774045  4.414982
H  3.129258  4.212572  4.371211
H  4.179259  1.855506  4.683653
H  3.220968  1.676911  1.257455
H  4.872070  2.317167  1.868349
H  2.854226  3.715351  0.008447
H  4.569184  4.189404  0.514909
Ca  5.483030  0.826743  0.778273
Cl  6.671993  3.872797  0.991164
Li  3.415626  2.029109  -1.277795
C  -4.848636  0.188446  -3.203764
N  -3.606847  -0.627979  -3.239039
O  -3.690673  -1.794457  -2.882813
O  -2.589501  -0.069731  -3.623030
H  -5.667860  -0.433207  -2.844601
H  -4.673243  1.024570  -2.526918
H  -5.043218  0.534767  -4.218584
C  11.760062  3.132017  0.112214
C  11.158570  4.421113  -0.408310
C  9.998711  3.918319  -1.243515
O  9.549608  2.685568  -0.633658
C  10.530042  2.275807  0.339053
H  12.359030  3.261013  1.015337
H  12.393866  2.680107  -0.658283
H  10.784871  5.018868  0.429744
H  11.858155  5.033549  -0.979852
H  10.314463  3.695211  -2.258659
H  9.171413  4.629759  -1.284703
H  10.105690  2.448541  1.332091
H  10.732769  1.208362  0.227157
Br  9.495746  1.814782  -2.373213
C  -6.546233  -4.142069  -3.600254
C  -7.652050  -3.589735  -2.711049
C  -7.165804  -3.201193  -1.313303
C  -6.609927  -4.353976  -0.472787
C  -7.575637  -5.520194  -0.246600
C  -8.831490  -5.124059  0.524391
H  -6.121156  -5.062101  -3.191654
H  -6.942682  -4.374356  -4.592259
H  -5.740970  -3.411883  -3.719631
H  -8.468762  -4.314417  -2.645853
H  -8.069251  -2.696136  -3.190906
H  -7.990528  -2.722106  -0.775736
H  -6.385130  -2.436594  -1.408162
H  -6.303516  -3.953107  0.501270
H  -5.695959  -4.739243  -0.939377
H  -7.050952  -6.300199  0.320651
H  -7.857756  -5.974404  -1.202620
H  -8.570351  -4.715326  1.504704
H  -9.464938  -5.996934  0.678894
H  -9.415269  -4.384311  -0.015729
Cl  -11.193348  -4.735869  0.949097
O  -5.967988  -7.792320  2.004468
H  -5.174533  -8.215804  1.597354
H  -5.746864  -7.364084  2.867017
H  -6.712683  -8.435773  2.100278
Cl  -0.089540  6.100500  -0.354565

Atomic forces in eV per Å
C 0.2 -0.6 0.4
C 1.2 -0.1 -0.6
C 0.8 -0.5 -0.9
O -2.9 2.7 1.6
O 0.6 -3.0 -2.5
C -0.2 -0.2 2.9
C -1.0 -0.6 0.1
Ga -0.4 0.0 1.0
C 1.1 -0.4 -2.1
C 0.0 0.6 0.7
C -2.3 -0.5 -0.1
F -1.6 -1.1 -2.6
C 2.6 0.6 -0.1
F 3.1 -2.0 6.3
F 2.1 2.9 -1.7
H -0.4 1.8 -0.7
H 1.6 0.6 1.3
H -1.8 -0.3 0.9
H -0.3 -1.4 1.3
H 1.7 0.2 -0.5
H -1.0 1.3 -0.4
H 1.4 0.8 -0.9
H -0.1 0.8 -1.7
H 1.0 -1.6 -0.7
H 0.1 -0.2 -0.2
H 0.1 -0.3 -0.3
H 0.3 0.8 0.9
H -2.2 1.6 0.8
H 0.5 0.3 1.5
H -1.7 -0.2 0.8
Ca 0.9 0.6 -0.1
Cl 0.6 -1.3 -0.3
Li -0.3 0.4 0.3
C -0.3 0.0 0.1
N 0.2 -0.2 0.0
O 0.3 0.6 -0.2
O -0.8 -0.5 0.0
H 0.2 0.0 0.0
H 0.1 0.0 -0.2
H 0.1 0.1 0.2
C 0.4 -0.2 -0.3
C -0.3 0.4 0.6
C 0.5 3.1 0.6
O 0.3 2.1 2.6
C 0.5 -0.4 1.0
H -0.1 -0.1 0.0
H 0.0 0.0 0.1
H 0.1 0.0 -0.1
H -0.1 -0.1 0.0
H 0.3 0.7 0.5
H -0.1 -0.3 0.2
H -0.2 0.0 -0.2
H -0.2 0.0 -0.2
Br -1.4 -5.4 -4.5
C -0.1 0.0 -0.2
C 0.1 0.1 0.0
C -0.2 0.1 0.1
C 0.2 -0.2 -0.1
C 0.2 0.4 0.0
C 2.3 -0.8 -0.6
H 0.0 0.0 0.0
H 0.1 0.0 0.0
H 0.0 -0.1 0.0
H 0.0 0.1 0.1
H 0.0 -0.1 0.1
H 0.0 -0.1 0.0
H 0.0 -0.1 0.0
H -0.1 0.0 0.0
H 0.1 0.1 -0.1
H 0.2 -0.2 0.0
H 0.1 0.0 0.0
H 0.0 0.1 -0.1
H 0.4 0.1 -0.1
H 0.6 -0.2 -0.1
Cl -3.7 0.6 1.0
O 0.2 -0.2 0.3
H -0.2 0.2 0.0
H -0.1 0.0 -0.2
H 0.0 0.3 -0.1
Cl -3.1 -1.9 -4.4

***

[4]
Density functional theory data (ωB97M-V with the def2-TZVPD basis set) for a 2-piece molecular cluster, C4H10O2S overall in a non-equilibrium geometry.

Computed properties:
ΔE to the lowest compared entry with this formula, charge and spin = 9.15 kcal per mole
frontier orbital gap (alpha / beta) = 2.41 / 9.04 eV
HOMO energy (alpha / beta) = 0.76 / -5.85 eV
<S²> = 0.750
LUMO energy (alpha / beta) = 3.177 / 3.190 eV
charge = -1
2S+1 = 2

Positions of all 17 atoms, in Å:
O  -2.961081  0.595730  2.196470
C  -2.453858  0.002509  1.280646
C  -1.233313  0.624810  0.573752
C  0.064001  0.271813  1.241944
C  1.230770  1.085941  0.621539
S  1.278746  0.994178  -1.207611
H  -2.722876  -1.034298  0.953576
H  -1.387430  1.703871  0.442650
H  -1.266982  0.229029  -0.452372
H  0.162420  0.403555  2.336335
H  0.299673  -0.772630  1.016649
H  2.225164  0.688902  0.805757
H  1.133853  2.135963  0.905366
H  1.968687  -0.233172  -1.124413
H  1.258587  -2.995768  -3.361933
H  1.232581  -1.487446  -3.438414
O  1.171057  -2.212986  -2.789943

Atomic forces in eV per Å
O -0.8 -0.5 0.1
C 1.8 0.9 0.0
C -1.8 -0.5 -0.7
C 1.9 -0.2 -0.2
C -0.5 0.0 -0.6
S 0.8 -1.4 0.1
H -0.2 0.4 0.3
H 0.0 -0.1 0.5
H 0.5 0.0 0.2
H -0.7 0.0 -0.4
H -0.1 -0.1 0.2
H -0.2 0.2 1.0
H 0.2 0.0 0.1
H -0.9 1.2 -0.7
H 0.0 0.0 0.1
H 0.0 0.2 0.0
O 0.0 -0.1 0.0

***

[5]
Density functional theory data (ωB97M-V with the def2-TZVPD basis set) for C16H19CeClN4OS2 as an isolated structure.

Computed properties:
frontier orbital gap (alpha / beta) = 7.54 / 7.55 eV
HOMO energy (alpha / beta) = -10.98 / -10.98 eV
<S²> = 0.751
LUMO energy (alpha / beta) = -3.441 / -3.435 eV
charge = +1
2S+1 = 2

Positions of all 44 atoms, in Å:
Ce  -0.801009  2.060178  0.754122
N  3.007613  0.180388  2.864171
C  2.132790  1.004972  2.249116
S  0.596103  1.249252  3.068540
N  2.595215  1.511778  1.124387
N  1.679630  2.252463  0.435055
C  2.144525  2.901276  -0.568455
C  1.246434  3.676491  -1.444572
C  1.772163  4.443303  -2.471699
C  0.903299  5.153231  -3.289040
C  -0.457629  5.074397  -3.058026
C  -0.906938  4.283647  -2.012307
N  -0.079879  3.599533  -1.219764
H  2.852861  -0.095575  3.816736
H  3.935023  0.122195  2.476091
H  3.212869  2.891100  -0.766321
H  2.841825  4.480196  -2.622806
H  1.291259  5.757765  -4.097887
H  -1.173311  5.603435  -3.670348
H  -1.964897  4.181730  -1.804194
Cl  -3.348974  1.995834  -0.496014
C  -3.170079  2.806112  1.178771
H  -3.917821  2.314528  1.799723
H  -3.492215  3.834910  1.016971
C  1.104774  -6.374993  -0.314780
C  0.338370  -5.088715  -0.194945
C  -0.893208  -4.921806  -0.813149
C  -1.589285  -3.723169  -0.704164
C  -1.039532  -2.702117  0.052324
C  0.194528  -2.840653  0.688436
C  0.872675  -4.032564  0.553689
S  -1.918887  -1.192702  0.176338
C  -2.343298  -1.170795  1.900546
O  -0.804182  -0.113879  0.055929
H  0.670750  -7.031968  -1.065917
H  1.114763  -6.908524  0.637102
H  2.141339  -6.177812  -0.589621
H  -1.310600  -5.729663  -1.400398
H  -2.538710  -3.592814  -1.208293
H  0.617483  -2.020437  1.255853
H  1.838384  -4.159212  1.027655
H  -1.449401  -1.241933  2.519139
H  -3.017653  -2.013250  2.059439
H  -2.887168  -0.246121  2.102570

Atomic forces in eV per Å
Ce -0.4 0.0 -0.1
N -0.1 0.0 0.1
C 0.3 -0.2 0.2
S 0.3 0.0 -0.2
N -0.5 0.2 0.0
N 0.7 0.1 -0.1
C -0.2 0.2 0.0
C 0.3 -0.1 0.2
C -0.1 0.1 -0.1
C 0.1 0.0 0.0
C -0.2 0.0 0.1
C 0.1 0.0 0.0
N 0.1 -0.1 0.1
H 0.0 0.0 0.0
H 0.0 0.0 0.0
H 0.0 0.0 -0.1
H 0.0 0.0 0.0
H 0.0 0.0 0.0
H 0.0 0.0 0.0
H 0.0 0.0 0.0
Cl -0.1 0.0 0.1
C 0.0 0.1 0.1
H 0.0 0.0 0.0
H -0.1 0.0 0.0
C 0.0 0.0 0.0
C 0.1 0.0 0.1
C -0.1 0.1 0.0
C 0.1 -0.1 0.0
C 0.2 -0.1 0.2
C -0.1 -0.1 -0.1
C 0.0 0.0 0.0
S 0.4 0.4 -0.5
C -0.2 -0.1 0.2
O -0.6 -0.5 0.0
H 0.0 0.0 0.0
H 0.0 0.0 0.0
H 0.0 0.0 0.0
H 0.0 0.0 0.0
H 0.0 0.0 0.0
H 0.0 0.0 0.0
H 0.0 0.0 0.0
H 0.0 0.0 0.0
H 0.1 0.0 0.1
H 0.0 0.0 0.0

***

Record order is preserved below.
Total energy: -2818.1324; -1612.2220; -8157.3523; -707.0095; -2646.8940 Ha